Here is C17H31ClN10O9P2Sr as an isolated structure from the Open Molecules 2025 dataset. Energies are from ωB97M-V with the def2-TZVPD basis set.

Structure (XYZ):
```
71
Properties=species:S:1:pos:R:3:forces:R:3
Sr 0.700560 0.662436 -0.937685 3.0 -4.7 3.6
C 4.730564 3.818163 2.954209 0.0 0.0 0.0
N 4.437542 2.533514 2.345647 -0.1 -0.1 0.0
C 5.373757 2.182623 1.296714 0.0 -0.1 0.1
C 3.071996 2.336807 1.988996 0.2 0.1 0.1
N 2.597763 2.269311 0.831243 -0.4 0.0 -0.7
N 2.286822 2.233040 3.139499 0.0 0.1 0.0
C 0.933739 1.868285 3.137618 -0.2 0.0 0.1
N 0.393608 1.953111 4.441118 0.2 -0.1 0.0
N 0.342854 1.498303 2.100332 -0.2 -0.1 -0.6
H 5.703491 3.773355 3.450375 0.0 0.0 0.0
H 3.970678 4.065976 3.692686 0.0 0.0 0.0
H 4.762482 4.630632 2.210943 0.0 0.0 0.0
H 6.368472 2.090927 1.738324 0.0 0.0 0.0
H 5.422282 2.934872 0.494835 0.0 0.0 0.0
H 5.082533 1.220400 0.876667 0.0 0.0 0.0
H 3.248288 2.431711 0.070284 0.3 0.1 0.2
H 2.806582 1.905820 3.937393 0.0 -0.1 0.0
H 0.768853 2.708833 4.993671 0.0 0.1 -0.1
H -0.612848 1.952747 4.434459 -0.1 0.0 0.0
H -0.656871 1.332582 2.141106 0.0 0.1 0.3
O 0.459361 1.753897 -4.213377 0.0 0.4 0.2
P 0.352392 2.844169 -2.997741 0.0 1.3 -2.9
O 0.479224 4.192871 -3.598165 -0.1 -0.1 0.1
O 1.337917 2.435548 -1.934575 0.5 2.4 -1.4
O -1.163227 2.556531 -2.498249 0.7 -0.2 0.9
P -1.563203 2.545469 -0.872039 -2.6 1.2 0.5
O -0.402321 3.475290 -0.271991 -0.5 -0.7 -0.7
O -2.907709 3.141017 -0.714494 0.2 0.0 -0.1
O -1.363440 1.131014 -0.392774 -2.1 0.6 0.3
H 0.454100 2.294561 -5.015992 0.0 -0.2 0.1
H 0.307626 3.072251 -0.839771 1.3 1.3 1.2
O 2.431139 -2.313710 -3.889517 -0.1 0.1 0.0
C 1.812887 -1.494796 -3.185831 0.3 -0.2 0.0
O 2.226580 -0.809712 -2.220545 -0.1 -0.2 -0.5
C 0.335905 -1.269476 -3.574910 0.1 -0.1 -0.1
C -0.136816 -1.713360 -4.805484 -0.1 0.0 0.0
C -1.422389 -1.374615 -5.191600 0.1 0.0 0.1
C -2.202335 -0.610993 -4.333336 0.1 -0.1 0.0
C -1.666149 -0.255413 -3.106344 -0.3 -0.2 -0.3
N -0.432915 -0.583016 -2.731349 -0.5 -0.4 -0.8
H 0.534771 -2.296028 -5.419760 0.0 0.0 0.0
H -1.814083 -1.688744 -6.153255 0.0 0.0 0.0
H -3.198355 -0.289156 -4.607789 0.0 0.0 0.0
H -2.240493 0.323897 -2.399964 0.0 0.0 0.0
C -2.755680 -1.784782 -0.435716 -0.1 -0.1 0.1
N -1.630391 -1.841465 0.484521 0.1 0.1 -0.3
C -2.080803 -1.403977 1.791480 0.0 -0.1 0.1
N -3.165843 -2.269493 2.310086 0.0 0.1 0.0
C -4.265975 -2.226012 1.342624 0.0 0.0 0.0
N -3.862618 -2.663153 0.006218 0.0 0.1 -0.1
C -3.335898 -4.023180 0.112076 0.0 0.0 0.1
N -2.208543 -4.127568 1.041266 0.1 0.0 0.0
C -1.147501 -3.208008 0.566521 -0.1 -0.1 0.1
C -2.656049 -3.642313 2.348808 0.0 0.0 0.0
H -2.430408 -2.109285 -1.424269 0.0 0.0 0.0
H -3.111050 -0.755240 -0.489131 0.0 0.0 0.0
H -2.449567 -0.379127 1.710240 0.0 0.0 0.0
H -1.242471 -1.433199 2.491371 0.0 0.0 0.0
H -4.637404 -1.200687 1.280570 0.0 0.0 0.0
H -5.073868 -2.876366 1.697138 0.0 0.0 0.0
H -3.001696 -4.348640 -0.876057 0.0 0.0 0.0
H -4.137800 -4.688058 0.453047 0.0 0.0 0.0
H -0.807062 -3.531370 -0.419238 0.0 0.0 0.0
H -0.305561 -3.251998 1.258873 0.0 0.0 0.0
H -1.813726 -3.682810 3.043837 0.0 0.0 0.0
H -3.449922 -4.303366 2.714603 0.0 0.0 0.0
Cl 3.195813 -0.847718 1.695838 0.8 0.0 0.5
C 1.617845 -1.227801 0.849828 -0.6 -0.3 -0.1
H 0.961198 -1.454160 1.706486 0.0 0.0 0.0
H 1.843363 -2.191167 0.369398 0.0 0.0 0.0
```
Forces are in eV/Å.

Properties
Highest occupied orbital energy (eV): -0.78
Frontier orbital gap (eV): 5.155
Charge: -2
Total energy (eV): -83406.9008

***

Here is C17H31F3HfO2P2 as an isolated structure from the Open Molecules 2025 dataset. Energies are from ωB97M-V with the def2-TZVPD basis set.

Structure (XYZ):
```
56
Properties=species:S:1:pos:R:3:forces:R:3
P -3.603946 2.831446 -3.356306 0.1 1.0 -0.3
P -5.294757 -0.504829 -1.608721 -1.2 0.1 0.0
C -5.043015 1.720516 -3.602302 -0.7 -0.5 -0.1
C -5.813911 1.091215 -2.387841 -0.3 0.4 -0.3
H -4.788963 0.962186 -4.362756 0.0 0.3 0.3
H -5.775199 2.377227 -4.104204 0.2 -0.1 0.1
H -5.980371 1.837563 -1.590995 0.1 -0.3 -0.3
H -6.826258 0.846954 -2.763034 0.3 0.0 0.1
C -5.357987 -1.702366 -2.959700 0.1 -0.2 -0.1
H -4.783931 -2.602803 -2.715366 -0.1 0.2 0.0
H -5.005336 -1.299812 -3.918197 0.0 -0.1 0.4
H -6.410329 -1.984194 -3.076305 0.2 0.0 0.0
C -6.651304 -0.948085 -0.510584 -0.5 0.2 -0.2
H -7.511229 -1.269806 -1.120524 0.2 0.2 0.4
H -6.939638 -0.087367 0.106556 0.0 -0.2 -0.1
H -6.341680 -1.777378 0.133875 -0.1 0.1 -0.1
C -3.168894 3.476504 -4.984180 -0.4 0.1 -0.4
H -2.180314 3.961612 -4.925539 -0.5 -0.2 0.0
H -3.919358 4.220576 -5.290207 0.3 -0.3 -0.1
H -3.133595 2.660873 -5.724940 0.0 0.3 0.2
C -4.213611 4.225304 -2.365341 -0.1 0.0 -0.1
H -4.872860 3.909596 -1.542816 0.3 0.0 -0.3
H -4.772489 4.894968 -3.029718 0.0 -0.1 0.1
H -3.357845 4.764467 -1.945499 -0.2 -0.1 -0.1
Hf -0.822259 -0.263335 -0.519470 0.7 -0.7 -0.2
C -3.787207 -0.703913 -0.624765 2.1 0.0 0.3
C -2.662565 -1.087322 -1.609669 0.3 -0.3 1.2
C -2.554372 -0.170471 -2.803323 -0.8 -0.6 -1.0
C -1.441114 0.884143 -2.880958 -0.4 1.5 -2.0
C -2.002538 2.353643 -2.605732 1.1 -1.9 1.4
C -2.190411 2.474583 -1.133446 2.6 -1.2 0.6
C -3.337180 1.868752 -0.483226 -1.4 0.1 0.6
C -3.246109 0.499807 0.265641 -2.0 0.0 0.1
C 0.239522 1.232719 0.593288 0.0 1.3 0.9
H -4.017270 -1.555272 0.050926 0.1 0.4 -0.4
H -2.639181 -2.155269 -1.868019 -0.1 0.4 0.1
H -3.506363 0.377885 -2.899492 0.7 -0.2 0.0
H -2.531080 -0.793515 -3.720479 0.3 0.3 0.4
H -0.507382 0.682084 -2.240623 -0.4 1.0 -1.5
H -1.042143 0.864440 -3.912181 0.3 -0.3 0.4
H -1.286075 3.092630 -3.005303 -0.3 -0.2 0.2
H -1.587980 3.184462 -0.579869 -0.3 0.1 -0.3
H -4.085305 1.685842 -1.270796 0.2 0.1 0.5
H -3.830262 2.610149 0.182341 0.1 -0.5 0.1
H -2.217659 0.322995 0.765392 -1.7 0.4 0.2
H -3.915534 0.555506 1.143280 0.6 0.0 0.0
H 0.136396 1.099077 1.688646 0.2 0.1 -0.3
H -0.050134 2.267961 0.365070 0.3 -0.4 0.3
H 1.317860 1.136625 0.356181 -0.2 -0.2 0.1
F 2.556325 -2.634465 1.206250 -1.2 -0.4 -0.2
C 1.359601 -3.246488 1.046823 0.9 -1.1 0.6
F 1.517704 -4.299240 0.216167 -0.2 0.9 0.6
F 0.921779 -3.679899 2.240548 0.3 0.5 -1.1
C 0.381841 -2.234517 0.420516 -0.1 1.5 0.1
O 0.729194 -1.674130 -0.687395 -0.2 -0.8 0.3
O -0.647667 -1.786751 1.032467 0.7 -0.7 -0.7
```
Forces are in eV/Å.

Properties
Highest occupied orbital energy (alpha / beta) (eV): -12.29 / -12.29
Frontier orbital gap (alpha / beta) (eV): 5.951 / 5.948
Charge: +2
Total energy (eV): -50245.2804

***

Here is C17H31N2OS4Ti as an isolated structure from the Open Molecules 2025 dataset. Energies are from ωB97M-V with the def2-TZVPD basis set.

Structure (XYZ):
```
56
Properties=species:S:1:pos:R:3:forces:R:3
Ti -0.060700 0.155604 -0.247181 -0.5 0.2 -0.1
C -3.184737 -0.845130 -1.287385 0.1 0.0 0.0
C -3.757616 0.441726 -0.706424 0.1 0.0 0.0
S -2.528785 1.309406 0.346794 0.0 0.0 -0.1
C -2.420085 2.966077 -0.422014 0.0 -0.1 0.0
C -1.465800 3.083684 -1.601555 0.0 0.0 0.0
S 0.199473 2.657549 -1.010632 0.0 0.1 0.0
C 1.219520 2.627264 -2.510957 -0.1 0.0 0.0
C 0.981387 1.422239 -3.398195 0.0 -0.1 0.0
S 1.360029 -0.099076 -2.463229 0.0 0.1 0.0
C 0.428558 -1.352352 -3.438987 0.1 0.0 0.1
C -0.873331 -1.826942 -2.791917 0.0 0.1 0.0
S -1.672671 -0.346918 -2.139786 -0.1 0.1 -0.3
H -3.871556 -1.293286 -2.003899 -0.1 0.0 0.0
H -2.947842 -1.567632 -0.505804 0.0 0.0 0.0
H -4.619705 0.221681 -0.080291 0.0 0.0 0.0
H -4.068469 1.122723 -1.497629 0.0 0.0 0.0
H -2.115027 3.629299 0.387990 0.0 0.0 0.0
H -3.430550 3.251866 -0.711161 0.0 0.0 0.0
H -1.443672 4.115076 -1.954605 0.0 0.0 0.0
H -1.749832 2.429854 -2.424752 0.0 0.0 0.0
H 2.245913 2.644686 -2.141018 0.0 0.0 0.0
H 1.051858 3.558105 -3.052265 0.0 0.0 0.0
H 1.645397 1.461482 -4.261639 0.0 0.0 0.0
H -0.048769 1.373818 -3.748949 0.0 0.0 0.0
H 1.101909 -2.195267 -3.577335 0.0 0.0 0.0
H 0.249450 -0.902771 -4.414218 0.0 0.0 0.0
H -0.678057 -2.510430 -1.971282 0.0 0.0 0.0
H -1.519201 -2.298859 -3.530986 0.0 0.0 0.0
C 2.722586 -2.039608 0.671668 -0.2 0.0 -0.1
C 1.312791 -2.583081 0.466778 0.2 -0.2 0.2
C 1.286316 -3.644416 -0.625450 -0.1 0.2 0.0
C 0.737413 -3.131076 1.766195 0.0 0.1 -0.1
O 0.478720 -1.475345 0.061125 0.0 -0.4 0.2
H 3.384668 -2.823042 1.037511 0.0 0.0 0.0
H 2.700903 -1.228984 1.402100 0.1 0.0 0.0
H 3.124987 -1.665296 -0.271469 0.0 0.0 0.0
H 1.923675 -4.482545 -0.348230 0.0 0.0 0.0
H 1.662902 -3.236650 -1.565421 0.0 0.0 0.0
H 0.274035 -4.026256 -0.768614 0.0 0.0 0.0
H 1.303675 -4.004346 2.087256 0.0 0.0 0.0
H -0.303267 -3.428151 1.627450 0.0 0.0 0.0
H 0.792674 -2.377430 2.553160 0.0 0.0 0.0
N 1.284418 1.707496 5.729822 0.0 0.0 0.0
C 0.975839 1.441368 4.456530 0.0 0.0 -0.1
C -0.035534 0.520228 4.113247 0.0 0.0 0.0
C -0.309150 0.287031 2.795809 -0.1 0.0 -0.1
N 0.321952 0.893119 1.767669 0.4 0.2 -0.1
C 1.299669 1.769135 2.100122 -0.1 -0.1 0.0
C 1.648479 2.066383 3.385494 0.1 0.0 0.1
H 0.796951 1.260935 6.487071 0.0 0.0 0.0
H 2.005706 2.366965 5.964909 0.0 0.0 0.0
H -0.591509 -0.001922 4.879789 0.0 0.0 0.0
H -1.079663 -0.428088 2.528927 0.0 0.0 0.0
H 1.814610 2.250469 1.279972 0.0 0.0 0.0
H 2.439046 2.779614 3.575896 0.0 0.0 0.0
```
Forces are in eV/Å.

Properties
Highest occupied orbital energy (alpha / beta) (eV): -14.14 / -14.38
Frontier orbital gap (alpha / beta) (eV): 8.648 / 8.590
Charge: +2
2S+1: 2
Total energy (eV): -89606.2546

***

Here is C17H31N4OPb as an isolated structure from the Open Molecules 2025 dataset. Energies are from ωB97M-V with the def2-TZVPD basis set.

Structure (XYZ):
```
54
Properties=species:S:1:pos:R:3:forces:R:3
Pb -2.846167 0.928093 3.526736 3.1 -2.0 -1.8
C 0.453803 -0.631327 2.481386 0.9 0.7 0.6
O -0.585857 0.336953 2.462656 -2.4 0.2 1.2
H 0.275993 -1.690227 2.669036 -1.0 -0.1 -0.5
H 1.101043 -0.498587 1.614466 -0.5 -0.2 -0.8
H 1.219243 -0.438127 3.232966 -0.2 0.5 0.7
C 3.416693 2.185043 2.542346 0.3 -0.4 1.5
C 2.544083 2.193733 1.323826 0.2 0.9 -0.3
C 3.177703 1.577563 0.065896 0.0 -0.6 0.3
C 4.485853 2.146633 -0.355454 -1.7 -0.4 0.4
N 5.491623 2.586203 -0.669814 0.6 0.2 -0.2
H 4.399493 2.636833 2.407816 0.0 0.0 -0.3
H 3.554143 1.213033 3.016066 0.3 -0.5 -0.5
H 2.962643 2.702263 3.387586 -0.3 0.5 -0.3
H 2.315483 3.244663 1.146646 0.0 0.0 -0.3
H 1.580873 1.731773 1.540436 0.0 -0.2 -0.1
H 2.438843 1.534953 -0.734344 0.2 0.7 -0.4
H 3.319303 0.508623 0.225276 0.4 -0.2 0.3
C -0.845697 4.515403 -2.273534 0.5 0.1 0.4
C -1.572557 3.482973 -1.409004 0.8 -0.1 -0.5
C -0.716267 2.870193 -0.257684 0.1 -0.8 -1.8
C -0.194187 3.807253 0.666166 -0.7 1.1 1.5
N 0.114553 4.578553 1.457416 0.2 0.1 0.1
H -0.499007 5.314163 -1.617884 0.0 0.3 -0.3
H -1.472997 4.912643 -3.071524 -0.2 0.1 0.3
H 0.030303 4.129983 -2.795244 0.1 -0.3 0.2
H -1.822817 2.664753 -2.084274 -0.5 -0.1 0.3
H -2.454177 3.993263 -1.021134 -0.2 -0.5 0.2
H 0.204483 2.411403 -0.618014 0.0 -0.2 -0.8
H -1.188657 2.001573 0.201066 -0.3 0.3 0.4
C -2.783947 -5.694977 0.309686 0.6 0.1 0.4
C -2.725967 -5.101697 1.738216 -2.7 -0.8 -0.5
C -1.927607 -3.840077 1.847226 0.2 1.6 0.0
C -2.705087 -2.673867 2.284116 2.9 -5.0 -0.9
N -3.321437 -1.820197 2.628036 -3.0 5.6 2.1
H -1.798897 -6.085717 0.054516 -0.2 -0.1 -0.4
H -3.086757 -4.913677 -0.387434 0.4 0.2 0.0
H -3.556687 -6.447507 0.152656 0.2 -0.3 0.5
H -2.607367 -5.798517 2.567956 0.8 -0.2 -0.3
H -3.772297 -4.839957 1.895686 -0.2 0.3 0.2
H -1.670657 -3.421687 0.874066 0.8 -0.7 -0.4
H -1.058087 -3.895247 2.502196 0.2 0.0 -0.3
C 0.300943 -2.051577 -1.622964 -0.7 0.6 -1.2
C 0.290673 -0.612127 -2.202314 -0.3 0.1 1.6
C 0.480193 -0.419987 -3.698984 -0.1 -1.1 -1.2
C -0.683357 -0.564577 -4.623084 -0.2 0.7 1.2
N -1.601817 -0.654737 -5.306254 0.1 -0.1 0.0
H 1.303293 -2.458537 -1.756304 -0.3 -0.4 -0.1
H -0.489077 -2.567837 -2.168354 0.4 -0.7 -0.2
H -0.011757 -2.151427 -0.583574 0.3 0.6 0.2
H 1.097453 -0.111247 -1.667224 0.1 0.4 -0.3
H -0.617767 -0.101367 -1.883014 -0.1 0.0 0.0
H 1.068383 -1.243597 -4.103724 0.9 0.1 0.3
H 0.989873 0.519893 -3.911014 -0.1 -0.1 -0.1
```
Forces are in eV/Å.

Properties
Highest occupied orbital energy (eV): -12.96
Frontier orbital gap (eV): 6.323
Charge: +1
Total energy (eV): -31375.9547

***

One value per record, in order, for energy above the lowest of the compared OMol25 structures with the same formula, charge and spin: 84.1; 2.1; 4.2; 56.7 kcal/mol.